# C12H10O2

An isolated molecule of C12H10O2 (ωB97M-V/def2-TZVPD, the OMol25 dataset).

Last column: Mulliken charge in e.
Cartesian coordinates (Å):
C: 3.443 0.177 0.139  -0.399
C: 2.803 1.117 -0.702  -0.726
C: 2.630 -0.767 0.851  -0.642
C: 1.434 1.171 -0.931  0.146
C: 1.261 -0.742 0.508  -0.458
C: 0.665 0.239 -0.347  -0.002
C: -2.711 -1.410 -0.559  -0.316
C: -3.576 -0.390 0.090  -0.704
C: -1.405 -1.180 -0.790  -0.824
C: -2.965 0.637 0.747  -0.516
C: -0.828 0.075 -0.523  1.012
C: -1.650 1.145 0.228  0.642
O: -1.476 1.233 -1.115  -0.549
O: -1.084 2.160 0.919  -0.619
H: 4.559 0.326 0.305  0.294
H: 3.219 1.902 -1.333  0.323
H: 3.146 -1.522 1.449  0.381
H: 0.861 1.805 -1.526  0.668
H: 0.559 -1.529 1.016  0.214
H: -3.271 -2.371 -0.875  0.285
H: -4.540 -0.745 0.291  0.423
H: -0.623 -1.819 -1.116  0.558
H: -3.489 1.239 1.502  0.365
H: -0.509 2.640 0.245  0.444

Calculated values
SMILES string = O[C@]12C=CC=C[C@@]1(c1ccccc1)O2
2S+1 = 1
energy relative to the best compared isomer or geometry (same formula, charge and spin) = 59.5 kcal/mol
LUMO level = 0.448 eV
HOMO-LUMO gap = 9.33 eV
molecular weight = 186.210 g mol⁻¹